*1*
{
  "formula": "C4H13N3O",
  "method": "the ωB97M-V functional and the def2-TZVPD basis",
  "elements": ["N", "C", "N", "O", "H", "H", "H", "H", "H", "H", "C", "N", "C", "C", "H", "H", "H", "H", "H", "H", "H"],
  "xyz": [[2.166, 0.278, -2.310], [1.133, 0.967, -1.625], [0.860, 2.280, -2.093], [-0.195, 0.212, -1.715], [1.880, 0.021, -3.250], [2.465, -0.542, -1.782], [1.444, 1.066, -0.577], [0.056, 2.241, -2.726], [1.636, 2.701, -2.602], [-0.806, 0.197, -0.960], [-0.615, 1.045, 1.447], [-0.495, -0.166, 1.136], [-0.591, -1.189, 2.144], [-1.572, -2.268, 1.695], [-0.467, 1.777, 0.658], [-0.971, 1.391, 2.423], [0.404, -1.629, 2.258], [-0.895, -0.778, 3.120], [-1.291, -2.642, 0.712], [-1.564, -3.097, 2.401], [-2.583, -1.866, 1.646]],
  "lowdin_charge": [0.063, -0.544, 0.041, -0.103, 0.081, 0.083, 0.114, 0.078, 0.074, 0.031, -0.034, -0.058, -0.301, -0.097, 0.064, 0.080, 0.115, 0.104, 0.071, 0.067, 0.070],
  "total_charge": 0,
  "smiles": "NC(N)O.C=NCC"
}



*2*
{
  "formula": "C4H13N3O",
  "method": "the ωB97M-V functional and the def2-TZVPD basis",
  "elements": ["C", "C", "N", "O", "H", "H", "H", "H", "H", "H", "H", "C", "N", "N", "C", "H", "H", "H", "H", "H", "H"],
  "xyz": [[0.850, -3.296, 0.169], [0.469, -1.931, -0.388], [1.180, -0.812, 0.406], [1.032, -1.615, -1.598], [0.430, -3.468, 1.164], [1.937, -3.392, 0.212], [0.478, -4.062, -0.511], [-0.621, -1.773, -0.337], [1.679, -0.808, -0.762], [1.582, -1.059, 1.306], [0.586, 0.022, 0.480], [-0.842, 1.073, -1.591], [-0.697, 1.374, -0.362], [-1.451, 2.367, 0.192], [-0.849, 3.008, 1.348], [-0.271, 0.235, -1.980], [-1.524, 1.616, -2.252], [-1.848, 3.018, -0.482], [-0.607, 2.245, 2.089], [-1.579, 3.689, 1.786], [0.064, 3.568, 1.110]],
  "lowdin_charge": [-0.059, -0.559, 0.085, -0.223, 0.072, 0.079, 0.078, 0.126, 0.165, 0.108, 0.056, -0.023, -0.095, -0.148, -0.115, 0.047, 0.073, 0.115, 0.071, 0.075, 0.073],
  "total_charge": 0,
  "smiles": "C[C@@H]([NH3+])[O-].C=NNC"
}



*3*
{
  "formula": "C4H13N3O",
  "method": "the ωB97M-V functional and the def2-TZVPD basis",
  "elements": ["C", "C", "C", "C", "N", "N", "N", "O", "H", "H", "H", "H", "H", "H", "H", "H", "H", "H", "H", "H", "H"],
  "xyz": [[1.600, 0.337, 0.705], [-0.689, 0.201, -0.683], [-2.559, 0.507, -0.207], [-0.305, 0.787, 0.572], [2.404, 0.420, -0.478], [1.610, -1.050, 1.117], [-0.506, -1.173, -0.912], [-3.167, -0.749, -0.308], [-2.507, -1.367, -0.681], [1.977, 0.977, 1.514], [-0.511, 0.813, -1.567], [2.127, -1.692, 0.518], [1.943, 0.812, -1.291], [3.231, 1.014, -0.381], [2.054, -1.109, 2.030], [0.107, -1.354, -1.699], [-0.106, -1.637, -0.080], [-2.842, 0.935, 0.755], [-2.876, 1.197, -0.993], [-0.632, 0.261, 1.466], [-0.354, 1.871, 0.604]],
  "lowdin_charge": [-0.381, -0.353, -0.170, -0.095, 0.012, -0.024, 0.043, -0.117, 0.053, 0.109, 0.125, 0.073, 0.055, 0.074, 0.067, 0.094, 0.080, 0.088, 0.075, 0.096, 0.097],
  "total_charge": 0
}



Least stable of them? *3*.



*1*
{
  "formula": "C4H13N3O",
  "method": "the ωB97M-V functional and the def2-TZVPD basis",
  "elements": ["H", "N", "C", "N", "N", "C", "C", "C", "H", "H", "H", "H", "H", "H", "H", "H", "H", "H", "O", "H", "H"],
  "xyz": [[1.683, 2.203, -2.276], [0.981, 1.487, -2.304], [0.619, 1.048, -1.208], [1.332, 1.247, -0.023], [-0.547, 0.211, -0.963], [-0.417, -1.131, -0.368], [-1.470, -1.080, 0.820], [-2.972, -0.867, 0.257], [1.140, 0.730, 0.794], [1.617, 2.236, 0.087], [-1.118, 0.184, -1.803], [-0.471, -2.030, -0.917], [0.709, -1.105, 0.060], [-1.216, -0.272, 1.568], [-1.352, -2.112, 1.288], [-3.502, -1.278, 1.015], [-3.262, 0.139, 0.352], [-2.959, -1.170, -0.777], [2.146, -0.628, 2.756], [1.907, 0.162, 2.225], [2.727, -1.095, 2.366]],
  "lowdin_charge": [0.041, 0.128, -0.557, 0.100, -0.002, -0.214, -0.212, -0.077, 0.015, 0.114, 0.111, 0.087, 0.133, 0.105, 0.106, 0.021, 0.045, 0.067, 0.034, 0.036, -0.081],
  "total_charge": 0,
  "smiles": "[H]/N=C(\\N)NCCC.O"
}



*2*
{
  "formula": "C4H13N3O",
  "method": "the ωB97M-V functional and the def2-TZVPD basis",
  "elements": ["H", "N", "C", "N", "N", "C", "C", "C", "H", "H", "H", "H", "H", "H", "H", "H", "H", "H", "O", "H", "H"],
  "xyz": [[-2.900, -0.596, 2.683], [-2.449, -0.747, 1.806], [-1.250, -0.379, 1.408], [-0.414, 0.539, 2.018], [-0.921, -0.930, 0.195], [-0.368, 0.090, -0.754], [0.937, -0.384, -1.349], [1.016, -1.737, -1.920], [0.612, 0.347, 2.074], [-0.772, 1.386, 2.505], [-1.638, -1.510, -0.155], [-1.046, 0.185, -1.641], [-0.409, 1.189, -0.254], [1.675, -0.402, -0.462], [1.260, 0.448, -2.009], [2.088, -2.053, -2.187], [0.740, -2.523, -1.173], [0.200, -1.630, -2.784], [1.490, 2.858, 0.852], [0.652, 2.312, 0.925], [1.499, 3.537, 0.220]],
  "lowdin_charge": [0.010, 0.094, -0.570, 0.086, 0.030, -0.220, -0.350, -0.149, 0.123, 0.123, 0.105, 0.115, 0.132, 0.125, 0.114, 0.096, 0.073, 0.117, -0.068, 0.011, 0.002],
  "total_charge": 0,
  "smiles": "[H]/N=C(\\N)NCCC.O"
}



Least stable of them? *1*.